{"formula": "C22H28FN7O3RhSbSe4", "method": "ωB97M-V with the def2-TZVPD basis set", "elements": ["Rh", "F", "C", "C", "C", "C", "O", "C", "C", "N", "C", "C", "C", "C", "C", "C", "N", "C", "C", "N", "C", "C", "C", "O", "O", "H", "H", "H", "H", "H", "H", "H", "H", "H", "H", "H", "H", "H", "H", "H", "H", "H", "H", "Se", "Sb", "Se", "Se", "Se", "C", "C", "C", "C", "N", "C", "N", "N", "N", "H", "H", "H", "H", "H", "H", "H", "H", "H", "H"], "positions_angstrom": [[0.861, 1.284, 0.254], [-3.761, 5.816, -0.223], [-3.374, 5.123, 0.879], [-2.094, 4.690, 0.995], [-1.753, 3.879, 2.084], [-0.561, 3.052, 1.972], [0.033, 3.051, 0.863], [-0.233, 2.248, 3.093], [-1.135, 2.158, 4.111], [-2.349, 2.739, 4.110], [-3.338, 2.353, 5.092], [-4.451, 1.439, 4.660], [-3.372, 0.934, 5.569], [-2.688, 3.609, 3.085], [-4.006, 4.068, 2.931], [-4.363, 4.761, 1.803], [-5.755, 4.860, 1.470], [-6.271, 6.183, 1.173], [-7.783, 6.109, 1.086], [-8.162, 5.111, 0.022], [-7.568, 3.749, 0.302], [-6.072, 3.908, 0.409], [1.021, 1.401, 3.237], [1.404, 1.159, 4.373], [1.561, 0.967, 2.160], [-1.379, 4.840, 0.198], [-0.892, 1.538, 4.962], [-3.566, 3.133, 5.808], [-4.409, 1.097, 3.631], [-5.437, 1.623, 5.065], [-2.672, 0.231, 5.140], [-3.592, 0.777, 6.615], [-4.782, 3.760, 3.614], [-5.867, 6.604, 0.242], [-6.013, 6.865, 1.983], [-8.227, 7.066, 0.818], [-8.212, 5.744, 2.017], [-7.802, 5.435, -0.879], [-9.176, 5.050, -0.061], [-7.852, 3.086, -0.512], [-8.007, 3.406, 1.237], [-5.660, 4.219, -0.565], [-5.618, 2.941, 0.635], [-1.226, -2.042, 1.534], [-1.346, -0.022, 0.231], [0.104, 1.709, -2.021], [-1.017, -0.389, -2.238], [-3.357, 1.258, 0.728], [2.685, -4.438, -2.306], [2.523, -4.600, -0.797], [1.056, -4.546, -0.389], [3.364, -3.584, -0.022], [2.940, -2.208, -0.247], [2.018, -1.488, 0.376], [1.929, -0.343, -0.263], [2.821, -0.366, -1.275], [3.434, -1.483, -1.269], [2.132, -5.220, -2.827], [3.731, -4.496, -2.610], [2.292, -3.477, -2.641], [2.933, -5.573, -0.506], [0.577, -3.612, -0.692], [0.925, -4.632, 0.692], [0.504, -5.360, -0.861], [4.409, -3.630, -0.325], [3.300, -3.764, 1.050], [1.425, -1.794, 1.228]], "forces_ev_per_a": [[0.0, 0.1, 0.1], [0.0, 0.0, 0.0], [0.0, 0.0, 0.0], [0.0, 0.0, 0.0], [0.0, 0.0, 0.0], [0.0, -0.1, 0.0], [0.0, 0.1, 0.0], [0.0, 0.1, 0.0], [0.0, 0.0, 0.0], [-0.1, 0.1, -0.1], [0.0, 0.0, 0.0], [0.0, 0.0, 0.0], [0.0, 0.0, 0.0], [0.0, 0.0, 0.0], [0.0, 0.0, 0.0], [0.1, 0.0, 0.0], [0.0, 0.1, 0.0], [0.0, 0.0, 0.0], [0.0, 0.0, 0.0], [0.0, 0.0, 0.0], [0.0, 0.0, 0.0], [0.0, 0.0, -0.1], [-0.1, -0.1, 0.1], [0.0, 0.0, 0.0], [0.2, 0.0, 0.0], [0.0, 0.0, 0.0], [0.0, 0.0, 0.0], [0.0, 0.0, 0.0], [0.0, 0.0, 0.0], [0.0, 0.0, 0.0], [0.0, 0.0, 0.0], [0.0, 0.0, 0.0], [0.0, 0.0, 0.0], [0.0, 0.0, 0.0], [0.0, 0.0, 0.0], [0.0, 0.0, 0.0], [0.0, 0.0, 0.0], [0.0, 0.0, 0.0], [0.0, 0.0, 0.0], [0.0, 0.0, 0.0], [0.0, 0.0, 0.0], [0.0, 0.0, 0.0], [0.0, 0.0, 0.0], [0.0, 0.0, 0.1], [-0.1, 0.0, 0.1], [0.0, 0.0, 0.0], [0.0, -0.1, -0.1], [0.0, 0.0, -0.1], [0.0, 0.0, 0.0], [0.0, 0.0, 0.0], [-0.1, 0.0, 0.0], [0.0, 0.0, 0.0], [0.1, 0.1, -0.1], [-0.1, 0.0, 0.1], [-0.1, -0.1, 0.0], [0.0, -0.1, 0.1], [0.0, 0.0, -0.1], [0.0, 0.0, 0.0], [0.0, 0.0, 0.0], [0.0, 0.0, 0.0], [0.0, 0.0, 0.0], [0.0, 0.0, 0.0], [0.0, 0.0, 0.0], [0.0, 0.0, 0.0], [0.0, 0.0, 0.0], [0.0, 0.0, 0.0], [0.0, 0.1, -0.1]], "molar_mass_da": 998.02, "largest_force_ev_per_a": 0.18, "relative_energy_kj_mol": 0.22, "homo_lumo_gap_ev": 4.67, "charge": 0}

=====

{"formula": "C32H34N6RhS", "method": "ωB97M-V with the def2-TZVPD basis set", "elements": ["Rh", "C", "C", "C", "N", "C", "C", "C", "C", "C", "C", "C", "N", "C", "C", "C", "N", "C", "C", "C", "C", "C", "C", "C", "N", "C", "C", "H", "H", "H", "H", "H", "H", "H", "H", "H", "H", "H", "H", "H", "H", "H", "H", "H", "H", "H", "H", "H", "H", "H", "H", "H", "H", "S", "C", "C", "C", "N", "C", "C", "C", "C", "C", "N", "C", "C", "H", "H", "H", "H", "H", "H", "H", "H"], "positions_angstrom": [[0.475, 0.331, 0.829], [2.066, -3.220, -0.167], [0.975, -3.135, 0.903], [-0.428, -2.828, 0.348], [-0.884, -1.511, 0.701], [-2.158, -1.170, 0.726], [-3.194, -2.039, 0.315], [-4.570, -1.966, 0.506], [-5.310, -1.037, 1.223], [-4.853, 0.132, 1.821], [-3.583, 0.686, 1.761], [-2.395, 0.221, 1.183], [-1.325, 1.013, 1.061], [-1.235, 2.307, 1.687], [-0.962, 2.177, 3.209], [-0.401, 0.806, 3.636], [0.692, 0.366, 2.800], [1.840, -0.097, 3.291], [1.996, -0.503, 4.627], [3.124, -0.917, 5.321], [4.453, -0.889, 4.911], [4.948, -0.545, 3.661], [4.247, -0.331, 2.483], [2.864, -0.287, 2.237], [2.357, -0.322, 1.000], [3.131, -0.888, -0.078], [2.333, -1.908, -0.907], [1.784, -3.979, -0.900], [2.989, -3.564, 0.303], [1.233, -2.374, 1.640], [0.943, -4.093, 1.424], [-1.127, -3.580, 0.730], [-0.410, -2.925, -0.746], [-2.870, -2.920, -0.223], [-5.136, -2.783, 0.078], [-6.372, -1.229, 1.311], [-5.591, 0.720, 2.352], [-3.514, 1.666, 2.211], [-2.119, 2.930, 1.510], [-0.386, 2.820, 1.210], [-1.881, 2.335, 3.774], [-0.256, 2.955, 3.501], [-1.203, 0.057, 3.593], [-0.092, 0.920, 4.679], [1.082, -0.536, 5.206], [2.948, -1.240, 6.338], [5.185, -1.157, 5.660], [6.027, -0.494, 3.577], [4.875, -0.159, 1.617], [4.012, -1.408, 0.309], [3.464, -0.090, -0.756], [2.923, -2.122, -1.801], [1.388, -1.471, -1.224], [0.741, 0.910, -5.808], [0.609, 0.871, -4.044], [-0.484, 0.267, -3.410], [-0.529, 0.218, -2.043], [0.441, 0.719, -1.246], [1.469, 1.349, -1.862], [1.596, 1.432, -3.227], [-0.702, 1.953, -6.088], [-0.503, 3.323, -6.149], [-1.621, 4.131, -6.293], [-2.847, 3.654, -6.368], [-3.027, 2.349, -6.323], [-1.985, 1.441, -6.190], [-1.280, -0.171, -3.988], [-1.373, -0.247, -1.552], [2.205, 1.813, -1.217], [2.445, 1.929, -3.665], [0.489, 3.740, -6.083], [-1.522, 5.207, -6.341], [-4.052, 2.009, -6.391], [-2.173, 0.379, -6.171]], "forces_ev_per_a": [[-0.8, -3.2, 0.4], [-0.1, 0.2, 0.0], [0.0, -0.1, -0.1], [0.5, -0.2, -0.2], [1.4, 2.4, 0.2], [-0.5, 0.4, 0.3], [-0.1, 0.0, -0.1], [0.3, 0.4, 0.4], [-0.3, 0.0, 0.0], [0.4, -0.4, -0.5], [-0.5, 0.1, 0.2], [0.6, 0.1, -0.4], [-1.5, 0.3, -0.2], [0.0, 0.3, 0.3], [0.1, -0.1, -0.2], [-0.5, 0.1, 0.2], [0.2, 0.4, -0.2], [0.3, -0.2, -0.2], [0.1, -0.1, 0.0], [0.3, 0.3, -0.4], [-0.1, 0.0, 0.2], [-0.4, -0.1, -0.1], [0.3, 0.0, 0.3], [-0.3, -0.2, 0.1], [0.4, 0.3, 0.2], [0.1, -0.1, -0.7], [0.2, -0.1, 0.3], [0.0, -0.1, 0.0], [0.1, -0.1, 0.0], [-0.1, -0.1, 0.1], [0.0, 0.0, 0.1], [0.0, 0.2, 0.0], [-0.1, -0.1, 0.0], [0.1, 0.0, 0.0], [0.0, -0.1, 0.0], [0.0, -0.1, 0.0], [0.0, 0.0, 0.0], [0.1, 0.0, 0.1], [0.1, 0.0, 0.0], [-0.3, 0.0, 0.1], [0.0, 0.0, 0.1], [0.0, 0.0, 0.0], [0.1, 0.1, 0.1], [-0.1, -0.1, -0.2], [0.0, 0.0, -0.1], [0.0, 0.0, 0.1], [0.1, 0.0, 0.0], [0.0, 0.0, 0.0], [-0.1, 0.0, 0.0], [0.0, 0.1, -0.1], [0.2, -0.1, 0.1], [-0.1, 0.1, 0.0], [0.0, 0.0, -0.1], [-0.2, 0.1, -0.1], [-0.1, -0.1, 0.6], [0.5, 0.3, -0.5], [0.2, 0.2, 0.8], [0.0, -0.1, -1.0], [-0.5, -0.3, 0.8], [-0.4, -0.2, -0.6], [0.3, -0.1, 0.1], [-0.1, -0.1, 0.0], [0.4, 0.1, 0.0], [-0.6, 0.5, -0.1], [0.0, -0.4, 0.0], [0.0, 0.1, -0.1], [-0.1, 0.0, 0.0], [0.1, 0.0, 0.1], [0.0, -0.1, 0.1], [0.1, 0.1, 0.0], [0.1, 0.1, 0.0], [0.1, 0.1, 0.0], [-0.1, -0.1, 0.0], [0.0, -0.1, 0.0]], "molar_mass_da": 637.64, "largest_force_ev_per_a": 3.31, "homo_lumo_gap_ev": [5.59, 5.62], "charge": 1}